1.
{"formula": "C15H12BCl4NO", "method": "wB97M-V/def2-TZVPD", "elements": ["Cl", "B", "Cl", "Cl", "O", "C", "C", "C", "C", "C", "Cl", "C", "C", "H", "H", "H", "H", "H", "C", "C", "N", "C", "C", "C", "C", "C", "C", "H", "H", "H", "H", "H", "H", "H"], "coordinates": [[1.4220, -3.1823, 4.0714], [0.4254, -1.6254, 3.9496], [-1.2565, -2.0133, 3.2708], [0.2767, -0.8537, 5.6273], [1.0845, -0.6893, 3.0568], [0.4674, 0.4894, 2.8699], [1.0028, 1.4611, 2.0217], [0.4029, 2.7265, 1.7876], [1.0011, 3.6265, 0.9398], [2.1979, 3.3099, 0.3020], [2.9416, 4.4499, -0.7592], [2.8007, 2.0760, 0.5170], [2.2160, 1.1694, 1.3591], [-0.4564, 0.6599, 3.4012], [-0.5213, 2.9757, 2.2803], [0.5569, 4.5906, 0.7552], [3.7265, 1.8457, 0.0176], [2.6694, 0.2104, 1.5387], [-2.0465, -1.2410, -0.4514], [-2.9000, -0.2352, -0.8173], [-2.7110, 0.0572, -2.1477], [-1.7221, -0.7741, -2.6563], [-1.2940, -1.6043, -1.5994], [-0.2927, -2.5688, -1.8170], [0.2519, -2.6729, -3.0672], [-0.1713, -1.8397, -4.1176], [-1.1471, -0.8965, -3.9292], [-1.9393, -1.6662, 0.5315], [-3.6129, 0.2585, -0.1755], [-3.2129, 0.7666, -2.6864], [0.0186, -3.2038, -1.0052], [1.0191, -3.4071, -3.2518], [0.2806, -1.9461, -5.0894], [-1.4780, -0.2535, -4.7266]], "atomic_forces_ev_per_a": [[0.002, 0.457, -0.254], [-0.612, -1.798, 1.352], [-0.156, 0.110, -0.093], [-0.033, 0.227, 0.030], [-1.193, 4.655, -1.570], [1.429, -3.528, 0.812], [0.978, 0.741, -1.017], [0.185, -0.851, 0.301], [-0.046, 0.333, -0.138], [-0.089, -0.144, 0.126], [-0.177, -0.193, 0.210], [0.294, 0.126, -0.256], [-0.338, -0.045, 0.247], [-0.245, -0.099, 0.202], [-0.198, 0.077, 0.086], [-0.109, 0.097, 0.021], [0.124, -0.053, -0.066], [0.144, -0.162, -0.030], [-0.338, 0.338, 0.327], [0.465, -0.553, 0.441], [-0.125, 0.446, -0.842], [0.148, -0.258, 0.232], [0.154, -0.016, -0.282], [-0.422, 0.422, 0.088], [0.133, -0.053, -0.178], [0.086, -0.116, 0.114], [-0.543, 0.465, 0.299], [-0.124, -0.009, 0.083], [-0.077, 0.183, -0.327], [0.386, -0.614, 0.491], [0.109, -0.148, 0.129], [0.121, -0.108, -0.075], [0.068, -0.016, -0.171], [0.002, 0.087, -0.291]], "mulliken_charge": [-0.3075, 0.6098, -0.2955, -0.2963, -0.3902, -0.1213, 0.2848, -0.4284, -0.6909, 0.4816, -0.1667, -0.7273, -0.2618, 0.4720, 0.4407, 0.4266, 0.4192, 0.5302, -0.6697, -0.5229, -0.0018, -0.2539, 1.0968, -0.6366, -0.4755, -0.4776, -0.7326, 0.5302, 0.4004, 0.1955, 0.4481, 0.3836, 0.3788, 0.3581], "homo_lumo_gap_ev": 5.46, "e_homo_ev": -8.02, "e_lumo_ev": -2.5651, "largest_force_ev_per_a": 5.06}

2.
{"formula": "C45H96F13N8O17S4", "method": "wB97M-V/def2-TZVPD", "elements": ["C", "C", "C", "N", "C", "C", "C", "C", "C", "H", "H", "H", "H", "H", "H", "H", "H", "H", "H", "H", "H", "H", "H", "H", "H", "H", "H", "C", "C", "C", "N", "C", "C", "C", "C", "C", "H", "H", "H", "H", "H", "H", "H", "H", "H", "H", "H", "H", "H", "H", "H", "H", "H", "H", "C", "C", "C", "N", "C", "C", "C", "C", "C", "H", "H", "H", "H", "H", "H", "H", "H", "H", "H", "H", "H", "H", "H", "H", "H", "H", "H", "C", "C", "O", "N", "H", "H", "C", "H", "H", "H", "H", "H", "H", "C", "C", "O", "N", "H", "H", "C", "H", "H", "H", "H", "H", "H", "C", "C", "O", "N", "H", "H", "C", "H", "H", "H", "H", "H", "H", "C", "O", "O", "C", "F", "F", "F", "C", "C", "H", "H", "H", "H", "H", "H", "C", "O", "O", "C", "F", "F", "F", "C", "C", "H", "H", "H", "H", "H", "H", "C", "O", "O", "C", "F", "F", "F", "C", "C", "H", "H", "H", "H", "H", "H", "N", "S", "O", "O", "F", "S", "O", "O", "F", "N", "S", "O", "O", "F", "S", "O", "O", "F"], "coordinates": [[-2.4301, -5.0405, -1.9244], [-3.4753, -6.0348, -1.3599], [-4.1524, -5.6366, -0.0466], [-3.3752, -5.8727, 1.2386], [-2.2264, -4.8593, 1.3633], [-2.8880, -7.2784, 1.4216], [-3.0263, -7.6798, 2.9005], [-3.6219, -6.4849, 3.5859], [-4.3091, -5.7350, 2.3804], [-1.4002, -5.1438, -1.5234], [-2.6459, -3.9200, -1.9061], [-2.3510, -5.2554, -3.0006], [-3.1069, -7.0317, -1.4396], [-4.2856, -6.0779, -2.0597], [-5.1674, -6.1213, 0.0865], [-4.3207, -4.5738, -0.1058], [-1.6874, -5.1715, 2.2074], [-2.7865, -3.9046, 1.5556], [-1.6369, -4.8812, 0.4611], [-1.8404, -7.2016, 1.1293], [-3.5108, -7.8870, 0.7864], [-2.0215, -7.9976, 3.3097], [-3.7441, -8.4789, 3.0737], [-2.7613, -5.7788, 3.9836], [-4.3874, -6.6312, 4.3865], [-4.4671, -4.7281, 2.7235], [-5.1915, -6.2433, 2.0419], [1.5807, -3.9584, -9.6018], [1.5927, -3.5838, -8.0978], [0.7570, -2.2874, -7.9074], [0.7088, -1.8312, -6.4866], [0.3099, -3.0000, -5.6053], [-0.3100, -0.7527, -6.3710], [0.3709, 0.4873, -6.9872], [1.8621, 0.2311, -6.5476], [1.9858, -1.1557, -6.0895], [1.6700, -3.0845, -10.2559], [0.5985, -4.4107, -9.8487], [2.3914, -4.6635, -9.7923], [2.6331, -3.4153, -7.7576], [1.1820, -4.3642, -7.5114], [-0.2811, -2.4715, -8.1640], [1.1174, -1.4485, -8.5322], [0.0988, -2.6652, -4.6122], [1.1472, -3.6498, -5.5258], [-0.5741, -3.4803, -6.0193], [-0.5134, -0.5759, -5.3206], [-1.3251, -1.0549, -6.8126], [0.1412, 1.3717, -6.4658], [0.1928, 0.5744, -8.0381], [2.1934, 0.9112, -5.7766], [2.5564, 0.4620, -7.3904], [1.9765, -1.1550, -5.0357], [2.8428, -1.7238, -6.4218], [5.2462, 0.9083, 0.0934], [4.8056, 0.5311, 1.5239], [3.9601, -0.7204, 1.5371], [3.5871, -1.1971, 2.9179], [2.8083, -2.4780, 2.8425], [2.6400, -0.0975, 3.5586], [3.4630, 0.6994, 4.5935], [4.8889, -0.0077, 4.6228], [4.8564, -1.2445, 3.8283], [5.6261, 1.9195, 0.0869], [4.4164, 0.8729, -0.6427], [6.0544, 0.1629, -0.2029], [4.2975, 1.3995, 2.0214], [5.7174, 0.4164, 2.1312], [4.5389, -1.5472, 1.0786], [3.0283, -0.6669, 1.0092], [3.4220, -3.3174, 2.4773], [1.9376, -2.2806, 2.1984], [2.5197, -2.6482, 3.8287], [1.8693, -0.7569, 3.9839], [2.1143, 0.4264, 2.7675], [2.9856, 0.5333, 5.5712], [3.4828, 1.7585, 4.3891], [5.0687, -0.1480, 5.6821], [5.6846, 0.6547, 4.3272], [4.7546, -2.0927, 4.4789], [5.7182, -1.3838, 3.1962], [-0.6221, 3.9715, 2.9448], [-0.2395, 2.5174, 2.9579], [0.7703, 1.9848, 3.3796], [-1.1784, 1.6782, 2.3586], [2.2449, 3.6682, 7.0383], [-1.9210, 2.0133, 1.8221], [-0.9242, 0.2418, 2.4310], [-1.4636, 4.2830, 3.5308], [-0.8655, 4.2557, 1.9147], [0.3725, 4.4662, 3.1949], [-0.0324, -0.0511, 1.8684], [-1.7724, -0.3317, 2.1141], [-0.8019, 0.0966, 3.4629], [-4.3911, 4.1577, 0.5796], [-4.8973, 2.8675, -0.0114], [-5.8689, 2.2048, 0.5269], [-4.1116, 2.4735, -1.0097], [-6.2198, 0.8053, 1.6913], [-3.3195, 3.0506, -1.2316], [-3.9379, 1.1447, -1.6102], [-5.1395, 4.5326, 1.1845], [-4.0246, 4.9034, -0.1183], [-3.5524, 3.8557, 1.1991], [-3.3800, 0.5518, -0.9266], [-3.4613, 1.3666, -2.5543], [-4.8459, 0.6593, -1.8108], [-1.2223, 8.5252, 0.5004], [-2.3884, 7.5844, 0.5929], [-2.2934, 6.4403, 1.0954], [-3.5145, 8.1272, 0.1372], [-3.4100, 9.0845, -0.1712], [0.4605, 3.7430, -4.2083], [-4.8526, 7.5056, -0.0406], [-1.4301, 9.2083, -0.2785], [-0.3537, 7.9954, 0.1696], [-1.0803, 8.9993, 1.4668], [-5.1282, 7.1706, 0.9574], [-4.8222, 6.7397, -0.8101], [-5.3845, 8.3611, -0.4738], [0.9770, 4.5706, -5.9019], [1.2184, 5.7275, -5.2190], [0.8277, 3.4205, -5.0722], [-0.3512, 4.8116, -6.7254], [-0.3925, 5.8948, -7.4536], [-0.5323, 3.7618, -7.5808], [-1.4822, 4.7646, -5.8728], [2.6091, 5.9071, -4.8814], [2.8447, 7.1478, -3.9445], [3.8642, 6.9943, -3.5508], [2.8495, 8.0223, -4.5461], [2.0859, 7.0528, -3.2077], [3.1053, 6.0054, -5.8638], [2.9252, 4.9672, -4.3705], [1.7148, 4.4415, -6.6668], [1.0086, -5.9187, 2.5009], [1.0980, -4.5627, 3.1034], [-0.1623, -6.4216, 2.2990], [1.8403, -5.7247, 1.1898], [2.0112, -6.8052, 0.5214], [1.2442, -4.8883, 0.2457], [3.0547, -5.1038, 1.4419], [-0.0043, -4.1888, 3.9808], [0.4891, -3.7114, 5.3335], [-0.3920, -3.6758, 5.9981], [1.0018, -4.5573, 5.7983], [1.0476, -2.8047, 5.2873], [-0.6332, -5.0925, 4.0670], [-0.5143, -3.3461, 3.4863], [1.6769, -6.5773, 3.0827], [4.1781, 4.1786, 6.7943], [4.5096, 3.6174, 5.5558], [2.8350, 4.5142, 6.9604], [4.5170, 3.1147, 7.8380], [5.8101, 2.7936, 7.9400], [4.1341, 3.5345, 9.1008], [3.7052, 2.0319, 7.6346], [4.4376, 4.5847, 4.4940], [5.2146, 4.1412, 3.2867], [6.2765, 4.2129, 3.4176], [4.9488, 3.1687, 2.9373], [4.9361, 4.8815, 2.5278], [4.9164, 5.4526, 4.8854], [3.3134, 4.7474, 4.2928], [4.8720, 5.1151, 6.9595], [-0.7513, 0.3572, -2.5050], [-1.1791, -1.1242, -2.2359], [-0.2920, -2.1830, -2.7140], [-2.5255, -1.2303, -2.7104], [-1.1697, -1.2997, -0.6713], [0.8785, 0.5919, -2.1851], [1.5422, 0.1350, -3.3406], [1.2853, 0.1965, -0.8422], [0.9765, 2.2928, -2.2378], [-6.1293, -0.1820, 2.3297], [-4.9280, -1.2708, 2.0868], [-3.9560, -0.9486, 1.1447], [-5.5062, -2.5568, 1.9827], [-4.1434, -1.1062, 3.5921], [-6.8198, -0.0393, 3.8048], [-6.7294, 1.2989, 4.3671], [-6.4074, -1.1768, 4.5402], [-8.3577, -0.1571, 3.4323]], "atomic_forces_ev_per_a": [[0.543, 0.838, -0.593], [0.122, 1.431, 0.120], [-0.302, -0.913, 0.149], [-0.220, 0.908, -0.017], [-2.961, 0.697, -0.255], [0.801, -0.095, -0.232], [0.959, -0.781, 0.619], [0.743, 2.822, 0.011], [0.870, -0.348, 2.013], [-0.664, -0.140, -0.091], [-0.263, -1.504, 0.390], [0.132, -0.005, 0.232], [0.565, -0.829, 0.589], [-0.682, 0.302, -0.501], [1.285, 0.287, -0.225], [-0.165, 0.461, 0.222], [1.068, -0.194, 0.761], [0.888, -0.553, -0.505], [0.148, 0.115, 0.068], [-0.005, -0.749, -0.123], [0.104, -0.379, -0.340], [-1.155, 0.468, -0.465], [0.159, -0.427, -0.542], [-1.856, -1.337, -0.549], [0.864, -0.157, -0.581], [-0.426, 0.566, -0.690], [-0.717, -0.073, 0.341], [-0.650, -0.135, 0.547], [0.504, 1.882, -1.223], [0.552, -0.612, -0.263], [-0.865, -0.957, 0.127], [0.134, 0.779, -0.394], [-1.700, 0.900, -0.554], [1.124, -1.609, 1.431], [0.760, 1.906, -2.587], [-0.302, -1.322, 0.323], [0.284, -0.108, 0.189], [0.634, 0.024, 0.048], [-0.244, 0.038, -0.247], [-0.471, -0.058, -0.168], [-0.356, -0.824, 0.411], [-0.124, -0.125, -0.264], [-0.018, -0.511, 0.360], [-0.207, 0.558, 0.469], [0.523, -0.726, -0.158], [0.145, -0.033, -0.162], [0.240, -0.075, 0.297], [1.687, 0.224, 0.331], [-1.060, 1.096, 0.310], [0.142, 0.142, -0.580], [-0.339, 0.188, 0.358], [-0.512, -0.306, 0.365], [0.080, -0.253, 1.308], [0.052, -0.119, -0.292], [0.154, -1.342, -0.088], [-0.134, 1.359, 0.226], [1.001, -1.187, 0.387], [0.523, 1.742, 0.354], [1.011, 0.542, -1.414], [0.344, -1.711, 0.045], [-0.060, -1.635, -0.398], [-0.959, 2.294, 1.269], [-1.473, -0.988, -0.818], [0.365, 0.151, -0.061], [0.409, -0.146, 0.480], [-0.964, 1.117, 0.013], [0.003, -0.793, -0.595], [-0.259, -0.213, -0.303], [-0.246, 0.299, 0.157], [-0.413, 0.435, -0.487], [-0.340, 0.633, 0.043], [0.370, -0.359, 0.241], [-0.634, -0.664, 1.386], [0.174, 0.676, 0.403], [0.509, 0.268, -0.055], [0.212, 0.343, -0.345], [0.123, 0.110, -0.074], [0.287, -0.597, 0.098], [0.107, 0.448, -0.417], [-0.200, -0.626, 0.050], [0.162, -0.167, -0.221], [2.779, 0.453, -0.733], [-2.398, -1.661, -1.351], [0.513, 0.985, 0.667], [1.842, -0.196, 0.933], [1.806, 2.108, -0.306], [-1.104, 0.695, -0.690], [-0.004, 0.969, -0.735], [-0.157, -0.095, 0.705], [0.063, 0.009, 0.091], [-1.619, -0.005, -0.005], [-0.117, 0.007, 0.052], [-0.434, -0.063, -0.384], [0.548, -0.930, 1.404], [0.567, -1.029, -0.692], [-1.361, -1.232, 1.527], [2.538, 1.142, -1.514], [-0.275, -0.915, -0.448], [0.997, -2.516, 1.133], [-0.178, 0.453, 0.216], [0.006, 1.568, 0.109], [-1.394, 1.054, 1.318], [-0.042, -0.213, -0.104], [0.181, 0.206, 0.262], [0.736, -0.661, 0.135], [0.446, -0.606, -0.071], [-1.414, -0.485, -0.138], [-0.209, -0.637, 0.331], [0.609, -2.165, 1.348], [-0.397, 1.607, -1.017], [-0.725, 0.321, -0.827], [-0.249, -0.331, -0.036], [0.333, -0.421, -1.064], [1.705, 1.415, 0.023], [-0.070, 1.259, -0.552], [0.619, -0.460, 0.267], [0.236, 0.141, -0.049], [-0.765, -0.158, -0.397], [-0.026, -0.270, 0.264], [-0.734, -0.570, 0.594], [-1.994, 0.268, 0.000], [-0.133, 0.714, 0.871], [0.124, 1.203, 0.058], [-1.492, -2.044, 1.380], [0.145, 0.580, 0.205], [0.276, 0.383, 0.449], [1.796, 0.490, -1.196], [0.281, -0.196, 0.160], [0.877, -2.776, -1.662], [-0.543, 0.240, 0.182], [-0.401, 0.987, -0.130], [-0.456, 0.569, 0.873], [0.332, -0.002, 0.563], [0.088, 0.681, -0.340], [0.804, -0.803, -0.362], [0.730, -0.239, -0.483], [-0.776, 0.242, 0.684], [-0.429, -0.016, 0.070], [-0.958, 3.149, -0.089], [0.976, -2.216, -0.431], [-0.046, 0.078, 0.950], [-0.333, -0.964, -0.283], [0.982, -0.345, -1.101], [-1.308, -2.165, 0.399], [0.192, 0.818, -0.267], [0.763, 0.353, -0.116], [0.352, 0.563, 0.283], [-0.056, 0.623, 0.053], [-0.321, -0.400, 0.020], [0.246, 0.040, 0.515], [1.144, 0.733, 0.153], [-0.035, -0.040, 0.191], [-1.099, -1.534, -0.149], [-0.934, 0.190, 2.183], [-0.767, -0.295, -0.595], [0.605, 0.010, -1.249], [1.133, 0.035, -0.309], [-1.674, -0.906, 0.319], [-0.734, 1.039, -0.259], [0.552, -0.099, 0.281], [-0.239, -0.674, -0.199], [0.180, -0.271, -0.232], [-0.028, 1.193, 0.136], [1.795, 0.055, 0.041], [-1.654, -1.477, -0.003], [2.320, 1.097, 1.290], [-0.173, -1.509, -1.834], [-0.401, 1.326, 1.014], [-0.117, -0.127, 0.725], [-0.248, 0.017, -0.053], [-2.503, 0.615, 1.559], [1.745, 0.267, -0.631], [-0.216, 1.100, -2.055], [-0.383, -2.738, 0.167], [-0.231, 3.698, -2.131], [0.028, -1.089, 3.156], [0.939, 1.667, -1.114], [-0.088, -0.222, 0.809], [-0.995, -0.469, -3.002], [-0.741, 1.990, 2.439], [0.122, -2.348, -1.614], [-0.970, 0.129, -0.081], [1.177, -0.316, -0.139]], "mulliken_charge": [-0.9242, -0.7868, -0.5722, 0.6528, 0.9197, -0.7437, -0.8806, -0.2199, -0.7676, 0.2507, 0.1267, 0.4308, 0.3704, 0.4725, 0.5289, 0.2845, -0.6624, -0.3366, -0.2559, 0.3465, 0.5875, 0.3081, 0.4191, -0.1619, 0.5739, 0.1409, 0.6905, -1.3136, -0.2026, -1.0097, 0.6735, -0.6691, -0.1444, -0.5493, -0.4633, -0.8469, 0.3379, 0.3406, 0.3713, 0.3672, 0.3622, 0.3451, 0.4538, 0.0146, 0.4895, 0.3570, -0.3220, 0.4439, 0.2100, 0.3806, 0.3300, 0.3853, 0.4505, 0.3485, -1.3472, 0.5006, -1.0906, 0.6723, -1.8695, 0.0602, -0.2241, -0.8349, -0.8444, 0.4031, 0.1803, 0.3544, -0.3611, 0.1738, 0.5911, 0.5201, 0.5761, 0.4547, 0.6669, -0.0914, 0.2684, 0.5147, -0.0947, 0.5548, 0.2533, 0.4370, 0.3900, -1.0433, 0.6193, -0.5331, 0.1878, 0.3871, 0.1654, -0.2142, 0.3441, 0.2859, 0.1071, -0.1338, -0.3004, 0.5156, -0.5669, 0.7014, -0.8841, -0.1062, 0.4260, 0.2319, -0.6009, 0.4655, 0.0829, -0.1215, -0.1066, 0.3989, 0.2800, -1.1529, 0.7078, -0.6260, -0.1891, 0.2159, 0.1792, -0.7818, 0.4090, 0.3087, 0.2484, 0.2769, 0.2584, 0.3497, -0.3020, -0.3526, -0.1228, 0.8003, -0.2335, -0.2542, -0.2901, -0.2126, -1.1868, 0.3545, 0.3206, 0.3389, 0.3287, 0.2475, 0.4329, -0.1422, -0.1730, -0.4900, 0.6734, -0.2857, -0.2099, -0.3322, 0.1637, -1.4129, 0.4509, 0.3575, 0.2055, 0.4484, -0.0735, 0.0880, 0.0374, -0.2458, -0.5718, 0.6331, -0.2394, -0.2904, -0.2423, -0.2983, -0.6369, 0.3768, -0.2103, 0.4199, 0.5198, 0.1154, 0.4166, -0.3124, 1.2115, -0.8377, -0.8289, 0.0729, 0.7525, -0.5337, -0.3094, -0.3195, -0.0067, 1.1572, -0.3445, -0.6456, -0.3706, 1.1208, -0.5515, -0.5083, -0.2053], "homo_lumo_gap_ev": 7.50, "e_homo_ev": -9.00, "e_lumo_ev": -1.4971, "largest_force_ev_per_a": 4.27, "charge": 1}